[1]
Density functional theory data (the ωB97M-V functional and the def2-TZVPD basis) for a structure of composition C48H56IrN8O5PSTe at a distorted geometry.

The geometry in XYZ format:
```
121
Properties=species:S:1:pos:R:3:mulliken_charge:R:1
Ir 0.23 0.61 0.33 -0.52
N 10.14 -1.10 -1.60 -0.55
C 9.02 -0.93 -1.43 -0.07
C 7.61 -0.72 -1.22 0.56
C 7.18 0.42 -0.54 -0.91
C 5.82 0.61 -0.33 -0.18
C 4.88 -0.31 -0.79 0.14
C 5.34 -1.44 -1.47 -0.38
C 6.69 -1.65 -1.68 -0.92
C 3.43 -0.08 -0.57 1.35
C 2.66 -1.14 0.05 -0.05
C 3.08 -2.40 0.48 -0.40
C 1.92 -3.12 0.84 -1.74
C 0.84 -2.29 0.63 -0.42
N 1.28 -1.08 0.17 1.36
C 2.88 1.09 -0.98 -0.20
C 3.50 2.11 -1.82 -1.11
C 2.64 3.11 -2.03 -1.48
C 1.35 2.84 -1.31 2.19
N 1.59 1.52 -0.71 0.77
H 7.90 1.14 -0.18 0.44
H 5.48 1.49 0.20 0.50
H 4.62 -2.16 -1.84 0.59
H 7.03 -2.53 -2.22 0.44
H 4.10 -2.75 0.52 0.68
H 1.87 -4.13 1.21 0.46
H -0.21 -2.46 0.79 0.49
H 4.49 2.02 -2.24 0.64
H 2.79 3.96 -2.68 0.73
H 0.49 2.84 -1.98 -1.70
C -2.22 -3.97 -3.92 -1.56
C -2.79 -2.71 -3.30 1.00
O -2.68 -2.82 -1.88 -0.51
P -2.70 -1.54 -0.92 0.06
O -2.53 -1.92 0.48 -0.59
Te -1.03 0.01 -1.80 0.76
O -4.16 -0.89 -1.11 -0.34
C -4.59 -0.16 -2.26 0.99
C -5.05 1.22 -1.83 -1.13
H -2.31 -3.92 -5.01 0.39
H -2.76 -4.84 -3.57 0.38
H -1.17 -4.07 -3.65 0.34
H -3.84 -2.58 -3.57 0.15
H -2.24 -1.83 -3.65 -0.41
H -5.39 -0.73 -2.73 0.33
H -3.77 -0.09 -2.97 -0.68
H -5.84 1.14 -1.08 0.43
H -5.47 1.76 -2.69 0.41
H -4.22 1.79 -1.42 -0.01
C -4.80 0.29 -7.14 -1.72
C -3.78 0.52 -6.03 1.34
C -3.56 2.00 -5.77 -0.93
N -2.86 2.20 -4.51 0.80
C -2.06 3.23 -4.17 -0.42
S -1.98 3.80 -2.61 -0.15
N -1.29 3.81 -5.17 0.10
C -0.62 3.27 -6.28 0.01
O -0.15 4.03 -7.09 -0.61
C -0.44 1.79 -6.39 -0.08
C -0.53 1.21 -7.65 -0.62
C -0.31 -0.15 -7.80 -0.65
C 0.02 -0.92 -6.70 -0.61
C 0.14 -0.34 -5.44 -0.78
C -0.10 1.02 -5.29 0.95
H -4.93 -0.78 -7.34 0.41
H -4.49 0.76 -8.07 0.37
H -5.78 0.69 -6.87 0.39
H -2.82 0.06 -6.30 -0.37
H -4.11 0.04 -5.11 -0.24
H -4.52 2.53 -5.74 0.53
H -2.98 2.44 -6.58 0.46
H -3.33 1.84 -3.69 -0.64
H -1.02 4.76 -4.98 0.32
H -0.77 1.84 -8.50 0.48
H -0.39 -0.60 -8.78 0.39
H 0.20 -1.98 -6.82 0.43
H 0.43 -0.93 -4.58 0.64
H 0.00 1.47 -4.31 0.35
C 1.71 1.01 3.32 -0.87
N 0.82 0.18 4.11 0.18
C 1.51 -0.63 5.10 -1.22
C -0.32 -0.29 3.50 -0.25
O -0.48 -0.18 2.28 -0.25
N -1.26 -0.87 4.29 0.27
C -2.37 -1.58 3.67 -0.95
C -1.45 -0.48 5.67 -1.24
H 2.27 1.66 3.98 0.46
H 1.13 1.63 2.63 -0.04
H 2.42 0.40 2.73 0.38
H 2.39 -1.09 4.65 0.36
H 0.86 -1.43 5.47 0.41
H 1.83 -0.02 5.95 0.31
H -2.19 -1.71 2.60 0.23
H -3.29 -1.01 3.80 0.31
H -2.48 -2.56 4.14 0.40
H -0.81 0.36 5.92 0.40
H -1.26 -1.30 6.36 0.28
H -2.49 -0.17 5.80 0.39
C -4.07 1.98 3.32 -0.70
C -3.07 2.89 3.64 -0.95
C -1.99 3.07 2.79 0.12
C -1.91 2.33 1.61 -1.12
C -2.89 1.41 1.31 0.88
C -3.98 1.24 2.15 -0.70
N -0.75 2.45 0.78 0.71
C -0.36 3.63 0.40 0.12
C -1.26 4.78 0.44 -0.33
C -0.87 5.99 0.02 -0.69
C 0.48 6.24 -0.45 -0.98
C 1.36 5.25 -0.51 -1.02
C 1.04 3.83 -0.15 0.80
H -4.91 1.85 3.99 0.43
H -3.12 3.46 4.56 0.41
H -1.20 3.77 3.05 0.57
H -2.80 0.81 0.42 -0.48
H -4.74 0.52 1.89 0.58
H -2.28 4.61 0.76 0.50
H -1.59 6.80 0.00 0.41
H 0.75 7.25 -0.74 0.43
H 2.37 5.43 -0.83 0.62
H 1.74 3.53 0.64 -0.01
```

Summary:
LUMO (spin up / spin down) = -0.79 / -0.79 eV
DFT total energy = -103102.253 eV
charge = 0
HOMO level (spin up / spin down) = -5.88 / -5.88 eV
spin multiplicity = 1
energy relative to the best compared isomer or geometry (same formula, charge and spin) = 0.0 kcal/mol

[2]
Density functional theory data (the ωB97M-V functional and the def2-TZVPD basis) for a cluster of 5 separate species, C48H56N9O3 in total at a distorted geometry.

The geometry in XYZ format:
```
116
Properties=species:S:1:pos:R:3:mulliken_charge:R:1
N 0.49 -0.50 0.64 0.76
O 1.63 -0.93 0.73 -0.46
O -0.15 -0.44 1.67 -0.15
O -0.10 -0.24 -0.40 -0.63
C 2.32 -1.17 -9.06 -0.93
N 2.09 -0.81 -7.68 -0.02
C 2.89 -1.29 -6.75 -0.59
C 2.74 -0.85 -5.39 -0.42
C 1.79 0.13 -5.06 0.38
C 0.85 0.55 -6.11 -0.83
C 1.04 0.02 -7.43 -0.29
C 1.70 0.73 -3.77 0.28
C 1.63 0.00 -2.56 -0.92
C 1.49 0.76 -1.32 0.52
N 1.30 2.05 -1.33 0.29
C 1.43 2.80 -2.46 -0.28
C 1.68 2.16 -3.66 -0.87
C 1.12 2.74 -0.07 -0.69
H 1.66 -0.67 -9.77 0.35
H 2.07 -2.22 -9.21 0.40
H 3.33 -0.87 -9.36 0.40
H 3.58 -2.07 -7.03 0.54
H 3.46 -1.11 -4.63 0.64
H 0.15 1.37 -6.05 0.68
H 0.53 0.43 -8.29 0.46
H 1.60 -1.08 -2.63 0.80
H 1.46 0.23 -0.38 -0.02
H 1.28 3.87 -2.40 0.64
H 1.62 2.85 -4.50 0.60
H 0.18 3.25 -0.29 -0.33
H 2.03 3.31 0.11 0.60
H 1.04 2.05 0.77 0.28
C -2.14 -0.30 3.81 -1.11
N -2.20 0.91 2.89 -0.01
C -1.91 0.78 1.56 -0.02
C -1.87 1.84 0.66 0.10
C -2.16 3.13 1.17 0.59
C -2.33 3.30 2.56 -0.89
C -2.34 2.17 3.43 -0.67
C -2.15 4.28 0.18 0.75
C -2.40 3.99 -1.15 -0.39
C -2.36 4.98 -2.18 -0.65
N -2.05 6.27 -1.79 -0.02
C -1.80 6.62 -0.50 -0.31
C -1.85 5.63 0.52 -0.82
C -2.01 7.30 -2.87 -0.77
H -3.12 -0.46 4.26 0.65
H -1.29 -0.28 4.49 0.30
H -1.97 -1.12 3.10 0.12
H -1.62 -0.23 1.29 0.20
H -1.43 1.69 -0.31 0.51
H -2.50 4.31 2.91 0.61
H -2.51 2.26 4.49 0.60
H -2.71 2.99 -1.43 0.69
H -2.58 4.85 -3.23 0.58
H -1.56 7.66 -0.36 0.45
H -1.56 5.79 1.55 0.51
H -1.42 6.89 -3.69 0.40
H -1.50 8.14 -2.39 0.25
H -3.00 7.51 -3.26 0.36
C 3.14 1.10 1.49 -0.05
N 2.42 0.20 2.43 0.11
C 1.43 0.61 3.24 -1.13
C 0.94 -0.25 4.27 -1.03
C 1.55 -1.45 4.62 0.44
C 2.50 -1.88 3.70 -0.49
C 2.92 -1.04 2.65 -0.60
C 1.16 -2.25 5.80 0.49
C -0.20 -2.57 6.06 -0.41
C -0.51 -3.38 7.18 -0.63
N 0.46 -3.70 8.05 0.03
C 1.76 -3.34 7.85 -0.42
C 2.12 -2.66 6.73 -0.78
C 0.13 -4.46 9.25 -0.83
H 2.36 1.73 1.07 -0.29
H 3.60 0.55 0.67 0.28
H 3.82 1.67 2.12 0.45
H 1.03 1.61 3.11 0.44
H 0.09 0.12 4.84 1.93
H 2.90 -2.88 3.75 0.69
H 3.64 -1.38 1.93 0.62
H -1.01 -2.20 5.45 0.51
H -1.51 -3.66 7.47 0.47
H 2.38 -3.61 8.70 0.48
H 3.15 -2.36 6.59 0.62
H 0.83 -4.15 10.02 0.33
H 0.18 -5.50 8.92 0.36
H -0.86 -4.19 9.62 0.38
C -2.95 -0.88 -5.84 -0.86
N -2.36 -1.27 -4.57 0.23
C -3.03 -0.94 -3.47 -0.50
C -2.52 -1.35 -2.19 -0.80
C -1.38 -2.15 -2.06 1.23
C -0.76 -2.49 -3.26 -0.08
C -1.25 -2.11 -4.53 -1.03
C -0.93 -2.69 -0.73 0.29
C -1.77 -2.89 0.38 -0.43
C -1.22 -3.23 1.60 -0.72
N 0.16 -3.37 1.73 0.39
C 0.95 -3.39 0.67 -0.93
C 0.45 -3.03 -0.62 -0.75
C 0.64 -3.63 3.07 -0.57
H -3.09 -1.80 -6.42 0.38
H -2.20 -0.19 -6.22 0.29
H -3.88 -0.32 -5.88 0.39
H -3.96 -0.38 -3.47 0.51
H -2.91 -1.09 -1.21 0.44
H 0.01 -3.24 -3.35 0.76
H -0.91 -2.52 -5.48 0.56
H -2.83 -2.82 0.20 0.74
H -1.81 -3.25 2.51 0.67
H 1.99 -3.43 0.97 0.56
H 1.09 -2.90 -1.48 0.50
H -0.15 -4.06 3.69 0.54
H 1.25 -2.78 3.40 -0.44
H 1.39 -4.41 2.94 0.45
```

Summary:
LUMO = -17.04 eV
DFT total energy = -70143.191 eV
charge = +7
HOMO level = -25.32 eV
spin multiplicity = 1
energy relative to the best compared isomer or geometry (same formula, charge and spin) = 308.1 kcal/mol

> The lowest DFT total energy belongs to which entry?

C48H56IrN8O5PSTe